Density functional theory data (wB97M-V/def2-TZVPD) for C10H12Be2ClF5NNbO6S as an isolated structure at a distorted geometry.

- LUMO: -12.074 eV
- M: 515.6 u
- HOMO-LUMO gap: 1.780 eV
- HOMO level: -13.85 eV

The geometry in ORCA input format:
```
! RIJCOSX wB97M-V def2-TZVPD def2/J DEFGRID3
* xyz 2 1
Nb 0.589 1.020 0.933
Cl 2.674 -1.546 4.749
S 2.775 -0.279 1.244
F 4.613 -0.075 -0.767
F 3.428 1.936 -0.275
F 4.609 2.117 2.470
F 5.975 2.387 0.533
F 6.221 0.336 1.840
O -5.826 -0.051 -4.355
O 2.612 -1.741 0.686
O -1.837 1.722 -1.329
O -3.842 1.382 -5.598
O -3.776 0.215 -0.103
O 3.045 -0.447 2.773
N -1.162 -1.728 2.107
C -2.741 1.307 -2.046
C -3.838 0.491 -1.456
C -0.129 -4.309 2.176
C -4.847 0.041 -2.205
C -4.905 0.336 -3.645
C 5.253 1.348 1.356
C -2.787 1.582 -3.491
C -3.794 1.129 -4.240
C 4.081 0.730 0.358
C -0.694 -2.898 2.138
Be 4.883 2.629 4.564
Be 3.274 -2.865 2.104
H -4.666 0.951 -5.915
H -1.974 2.162 -3.910
H 0.073 0.633 2.654
H -2.955 0.650 0.215
H -0.917 2.049 0.662
H -5.652 -0.552 -1.789
H -0.297 -0.505 0.401
H 0.042 -4.669 1.157
H -0.834 -4.979 2.676
H 0.996 1.318 -0.839
H 1.512 2.491 1.442
H 0.818 -4.317 2.721
*
```



Density functional theory data (wB97M-V/def2-TZVPD) for C10H12BrCrNP as an isolated structure at a distorted geometry.

- LUMO (alpha / beta): -1.135 / -0.997 eV
- M: 309.1 u
- HOMO-LUMO gap (alpha / beta): 4.589 / 4.714 eV
- HOMO level (alpha / beta): -5.72 / -5.71 eV

The geometry in ORCA input format:
```
! RIJCOSX wB97M-V def2-TZVPD def2/J DEFGRID3
* xyz 0 4
Br 0.338 4.742 3.323
Cr -1.640 0.560 1.477
P -2.465 1.752 -0.557
N 0.478 0.905 1.774
C -0.080 -1.831 0.148
C 0.161 -1.390 -1.251
C 0.988 2.977 2.869
C 2.381 1.054 3.266
C 1.624 0.400 2.290
C 1.130 -2.426 0.596
C 2.002 2.368 3.626
C 2.169 -2.130 -0.332
C 1.548 -1.658 -1.517
C 0.360 2.257 1.870
H -1.081 -2.019 0.483
H -2.314 1.725 -1.990
H 2.025 -1.582 -2.483
H 1.234 -2.952 1.565
H 1.974 -0.575 1.939
H 3.225 0.556 3.791
H -2.205 3.131 -0.187
H -0.571 -0.850 -1.797
H -0.351 2.702 1.183
H -3.832 1.454 -0.249
H 2.469 2.902 4.462
H 3.206 -2.345 -0.203
*
```



Density functional theory data (wB97M-V/def2-TZVPD) for C10H12BrO2P as an isolated structure at a distorted geometry.

- LUMO: 0.720 eV
- M: 275.1 u
- HOMO-LUMO gap: 9.383 eV
- HOMO level: -8.66 eV

The geometry in ORCA input format:
```
! RIJCOSX wB97M-V def2-TZVPD def2/J DEFGRID3
* xyz 0 1
Br 2.413 -1.282 -0.876
P 1.508 0.052 1.787
O 0.020 1.586 0.520
O -0.331 1.519 -1.698
C -2.301 0.100 0.769
C -1.879 -0.015 -0.529
C 0.399 1.667 -0.633
C -1.718 -2.247 1.186
C -1.180 -2.361 -0.098
C -1.279 -1.223 -0.908
C -1.810 1.059 -1.529
C 1.950 1.814 -0.793
C 2.554 0.252 0.274
C -2.319 -1.090 1.632
H 2.251 2.706 -0.300
H -0.899 -1.392 -1.837
H -0.763 -3.278 -0.330
H -2.380 -0.768 2.725
H -2.294 2.025 -1.368
H 2.480 0.783 2.623
H -2.033 0.815 -2.582
H 1.973 -1.066 2.309
H -1.452 -2.962 1.852
H 3.661 0.626 0.290
H -2.786 1.007 1.103
H 2.354 1.762 -1.842
*
```



Density functional theory data (wB97M-V/def2-TZVPD) for C10H12Cl3N8O2V as an isolated structure at a distorted geometry.

- LUMO (alpha / beta): 2.097 / 2.096 eV
- M: 433.6 u
- HOMO-LUMO gap (alpha / beta): 6.885 / 6.345 eV
- HOMO level (alpha / beta): -4.79 / -4.25 eV

The geometry in ORCA input format:
```
! RIJCOSX wB97M-V def2-TZVPD def2/J DEFGRID3
* xyz -1 2
V 0.525 0.370 -1.680
Cl 4.066 3.387 -2.716
Cl 1.811 2.005 -3.908
Cl 1.752 2.662 -1.096
O 4.618 0.594 -2.109
O 2.496 -0.071 -1.774
N -0.838 -3.768 -2.420
N -1.404 -4.987 -4.497
N -0.173 -0.858 1.088
N -2.340 5.748 -2.965
N -2.620 3.485 -2.016
N 0.676 0.207 0.676
N -1.159 1.549 -1.817
N -0.346 -1.407 -2.045
C 0.759 -1.111 3.326
C -1.236 0.372 2.993
C -2.425 4.673 -2.542
C -0.564 -2.530 -2.301
C -1.438 -2.101 2.682
C -0.516 -0.897 2.516
C -1.806 2.518 -1.953
C -1.117 -4.373 -3.557
C 2.840 2.178 -2.459
C 3.422 0.748 -2.082
H -2.380 -1.946 2.150
H -1.666 -2.268 3.735
H 0.514 -1.289 4.374
H -1.011 -0.816 0.519
H 1.306 -1.974 2.943
H 0.436 1.090 1.122
H -1.595 0.247 4.016
H 1.416 -0.239 3.283
H 1.633 -0.039 0.897
H -2.096 0.589 2.355
H -0.964 -2.994 2.274
H -0.577 1.244 2.987
*
```